147
Properties=species:S:1:pos:R:3:forces:R:3:lowdin_charge:R:1 method="wB97M-V/def2-TZVPD" energy_ha=-4203.58823 multiplicity=1 smiles="CCB(O)C1=C(N=C(C)C)C(=O)c2c(Cl)cc(S(=O)(=O)C(F)(F)C(F)(F)F)cc2C1=O.COC[C@@H](C)N.COC[C@@H](C)N.COC[C@@H](C)N.COC[C@@H](C)N.COC[C@@H](C)N.COC[C@@H](C)N" lumo_energy_ha=-0.0524 gap_ev=7.4
C 3.47735 -1.90357 -0.55549 -0.174 0.846 -0.123 -0.095
C 3.13768 -0.66520 -1.42928 0.140 -0.813 -0.423 -0.144
B 1.63367 -0.52522 -1.83197 -0.066 0.043 -0.021 -0.432
O 1.33628 -0.19975 -3.13982 0.420 0.675 0.479 0.150
C 0.42493 -0.69997 -0.82603 -0.023 -0.092 -0.115 0.042
C 0.48309 -0.40686 0.49214 0.756 0.687 -1.074 -0.153
N 1.59043 0.06111 1.17524 -1.072 -0.399 1.197 0.172
C 1.57276 1.23468 1.67547 0.278 0.062 -0.056 -0.338
C 0.88529 2.39602 1.00321 -0.579 -0.188 0.314 0.009
C 2.24729 1.48316 2.99813 0.395 0.155 -0.631 -0.007
C -0.74311 -0.58641 1.34859 -0.080 -0.249 0.296 -0.276
O -0.69661 -0.97895 2.48861 0.037 0.287 -0.267 0.130
C -2.02444 -0.25823 0.64132 0.004 -0.020 0.058 -0.080
C -3.10799 0.35218 1.26909 0.144 -0.112 -0.077 -0.556
Cl -3.08624 0.77361 2.93188 -0.138 0.001 0.075 0.792
C -4.23071 0.65700 0.52185 -0.474 0.161 -0.107 -0.056
C -4.26581 0.35336 -0.82643 0.081 0.070 -0.169 -0.250
S -5.65186 0.76966 -1.83414 -0.893 -0.940 -1.241 0.764
O -5.33249 0.45178 -3.19611 0.464 0.317 0.126 -0.261
O -6.88368 0.24323 -1.33467 0.154 0.461 0.728 -0.248
C -5.65774 2.63649 -1.82530 0.806 0.212 0.541 -0.453
F -6.37195 3.08578 -2.84910 -0.284 -0.307 0.047 0.154
F -4.36432 2.97878 -2.02623 -0.112 -0.024 -0.121 0.101
C -6.10902 3.34617 -0.50288 -0.312 0.328 -0.244 -0.564
F -6.99363 2.62560 0.17704 0.051 -0.015 -0.003 0.176
F -6.66526 4.51778 -0.81440 0.040 -0.030 0.056 0.178
F -5.05750 3.58781 0.28365 -0.030 -0.130 0.011 0.164
C -3.21295 -0.26875 -1.47155 0.419 -0.150 0.155 0.028
C -2.09140 -0.56583 -0.71574 -0.037 -0.106 -0.092 -0.053
C -0.87806 -1.18887 -1.35467 0.399 -0.086 0.370 -0.295
O -0.96455 -2.01821 -2.23113 -0.317 0.245 -0.122 0.142
H 2.67097 -2.63097 -0.63551 0.131 -0.222 0.153 0.075
H 4.41327 -2.34971 -0.87781 0.012 -0.133 0.103 0.060
H 3.57679 -1.58510 0.47949 -0.042 -0.298 0.124 0.052
H 3.48055 0.26734 -0.97230 -0.012 0.011 0.087 0.101
H 3.68638 -0.75009 -2.37175 0.018 0.176 -0.044 0.100
H 0.62713 0.45129 -3.16409 -0.419 -0.448 -0.372 0.107
H 1.13051 2.42338 -0.05645 0.077 0.059 -0.021 0.093
H 1.13434 3.33108 1.49528 0.112 0.091 -0.153 0.079
H -0.20473 2.29577 1.06677 -0.015 -0.062 0.010 0.092
H 3.32751 1.37375 2.88818 0.034 -0.084 0.160 0.091
H 2.03753 2.49163 3.34261 0.027 0.006 0.135 0.073
H 1.87311 0.74702 3.70437 0.096 -0.033 0.076 0.088
H -5.07729 1.15149 0.97512 0.020 -0.082 0.218 0.113
H -3.22095 -0.49515 -2.52694 -0.154 0.027 -0.044 0.119
C -3.94223 1.87474 9.33529 0.136 0.073 -0.012 -0.108
O -3.03360 0.93638 8.79252 -0.082 0.023 0.019 -0.189
C -3.58515 -0.32208 8.46005 0.107 -0.238 -0.015 -0.210
C -4.30790 -0.37424 7.10759 -0.112 0.287 0.004 -0.429
C -5.68515 0.28222 7.11888 -0.117 -0.092 -0.025 -0.069
N -3.50988 0.22155 6.03200 0.191 -0.037 0.134 0.017
H -4.69934 1.38709 9.95649 -0.030 -0.008 -0.027 0.090
H -4.43314 2.45911 8.55327 -0.097 -0.030 0.036 0.075
H -3.36948 2.56164 9.95768 0.021 -0.027 0.010 0.087
H -2.73337 -1.00532 8.41211 0.039 0.046 0.004 0.122
H -4.23649 -0.67952 9.26894 -0.073 0.060 -0.030 0.120
H -4.45209 -1.43199 6.86876 0.065 -0.026 0.038 0.137
H -5.61867 1.36968 7.08948 0.048 0.003 0.031 0.064
H -6.25321 -0.02855 6.24243 0.035 0.021 -0.033 0.076
H -6.25407 -0.00451 8.00532 0.010 0.017 0.013 0.078
H -2.63511 -0.28884 5.94326 -0.048 -0.062 -0.100 0.072
H -3.22591 1.14837 6.34079 -0.058 0.025 -0.013 0.070
C -2.77353 9.04911 -1.63384 0.071 -0.011 0.208 -0.105
O -3.52492 8.04597 -0.97013 -0.023 0.060 -0.098 -0.187
C -4.28080 7.20316 -1.81401 -0.190 -0.132 0.055 -0.207
C -3.48449 6.06398 -2.46569 0.243 0.161 -0.004 -0.430
C -2.59798 6.51448 -3.62292 -0.027 -0.071 -0.143 -0.064
N -2.65823 5.34289 -1.49108 -0.082 0.071 0.103 0.046
H -3.29616 9.42409 -2.51877 0.020 -0.041 -0.039 0.091
H -1.78335 8.68834 -1.91366 -0.010 0.066 -0.133 0.055
H -2.63576 9.87396 -0.93617 -0.031 -0.008 0.018 0.087
H -5.04222 6.75629 -1.16918 0.023 0.013 0.045 0.113
H -4.81157 7.79502 -2.57217 0.079 0.006 -0.052 0.123
H -4.21600 5.36012 -2.87239 -0.059 0.024 0.038 0.120
H -1.69114 7.00749 -3.27284 -0.029 0.031 0.047 0.061
H -2.28874 5.65172 -4.21308 0.020 -0.021 0.041 0.076
H -3.12908 7.20051 -4.28541 0.006 0.021 0.016 0.080
H -3.25658 4.94218 -0.77522 -0.006 -0.082 -0.043 0.048
H -2.11103 6.04059 -0.99277 0.072 -0.018 -0.043 0.072
C -4.02672 -5.10524 -5.35214 0.152 -0.027 -0.018 -0.109
O -3.29238 -4.13010 -4.64031 -0.073 -0.025 -0.033 -0.180
C -4.06008 -3.10797 -4.03649 -0.006 0.262 0.124 -0.203
C -4.68966 -3.49597 -2.68882 -0.045 -0.266 -0.154 -0.426
C -5.90133 -4.41131 -2.83218 -0.124 0.038 0.131 -0.065
N -3.70908 -4.10092 -1.78337 0.010 0.250 -0.049 0.056
H -4.90414 -4.67046 -5.84091 -0.032 -0.007 0.030 0.090
H -4.34040 -5.92724 -4.70414 -0.100 0.011 -0.031 0.074
H -3.36790 -5.51514 -6.11761 0.013 0.033 -0.005 0.086
H -3.35702 -2.29088 -3.85908 0.082 -0.064 -0.024 0.103
H -4.81887 -2.73088 -4.73519 -0.064 -0.089 0.016 0.124
H -5.03722 -2.57331 -2.21106 0.018 0.080 -0.128 0.120
H -5.61157 -5.43896 -3.04960 0.044 0.012 -0.023 0.063
H -6.46870 -4.42732 -1.90165 0.037 -0.024 0.025 0.076
H -6.56818 -4.06455 -3.62380 0.019 -0.004 -0.017 0.079
H -2.98052 -3.40772 -1.63159 0.097 -0.116 0.077 0.044
H -3.24095 -4.84711 -2.29079 -0.011 -0.043 0.037 0.073
C 6.24139 -2.91968 2.32235 -0.190 0.033 -0.044 -0.101
O 6.10548 -3.48512 1.03328 0.092 0.003 0.080 -0.200
C 7.26411 -4.10955 0.51902 0.067 -0.041 -0.259 -0.207
C 7.50549 -5.53744 1.02491 -0.106 0.051 0.281 -0.427
C 8.04297 -5.60434 2.45179 0.126 -0.065 0.007 -0.067
N 6.29758 -6.36487 0.93540 -0.006 0.072 -0.138 0.048
H 7.24403 -2.51031 2.47831 0.021 -0.035 0.014 0.091
H 6.01580 -3.64619 3.10664 0.104 0.013 0.046 0.077
H 5.51529 -2.11026 2.40027 0.006 0.011 -0.038 0.081
H 7.10799 -4.15907 -0.56206 -0.058 0.019 0.007 0.123
H 8.14621 -3.47643 0.68518 0.008 -0.035 0.100 0.121
H 8.26212 -5.97972 0.36979 -0.024 0.039 -0.067 0.137
H 7.26103 -5.42894 3.19035 -0.030 0.037 -0.031 0.067
H 8.45644 -6.59317 2.65165 -0.037 -0.017 0.000 0.070
H 8.83766 -4.87304 2.61064 -0.014 0.015 0.004 0.079
H 6.00083 -6.41840 -0.03533 0.057 -0.124 -0.010 0.082
H 5.54421 -5.86019 1.39615 0.018 -0.040 0.080 0.077
C 5.89523 -11.55303 -0.89113 0.102 0.077 -0.090 -0.111
O 5.94237 -10.20517 -0.46946 -0.050 -0.064 -0.007 -0.190
C 5.23735 -9.91760 0.72382 -0.205 0.251 0.082 -0.213
C 5.99507 -10.24408 2.01497 0.190 -0.260 -0.127 -0.433
C 6.04253 -11.73124 2.35354 -0.075 -0.036 0.110 -0.073
N 7.35943 -9.71207 1.98575 -0.056 0.213 0.019 0.044
H 4.93070 -12.01371 -0.65665 0.007 -0.018 0.037 0.089
H 6.69919 -12.14369 -0.44427 -0.073 -0.071 0.044 0.075
H 6.03308 -11.56332 -1.97232 -0.018 0.026 -0.001 0.086
H 5.07408 -8.83851 0.71564 0.065 0.013 -0.093 0.100
H 4.24705 -10.39383 0.70257 0.059 -0.121 0.040 0.120
H 5.45926 -9.74174 2.82606 -0.030 0.065 -0.048 0.135
H 6.77097 -12.26491 1.74306 -0.007 0.031 -0.049 0.063
H 6.33509 -11.86767 3.39451 0.051 0.020 -0.009 0.073
H 5.06645 -12.20137 2.21556 0.005 -0.001 -0.024 0.076
H 7.30329 -8.70213 1.86927 -0.031 0.005 0.036 0.041
H 7.79734 -10.03803 1.12844 0.034 -0.068 0.038 0.068
C 2.68186 8.92255 -5.23028 0.041 -0.124 0.080 -0.106
O 2.92818 9.39084 -3.91792 -0.032 0.015 -0.074 -0.189
C 2.67666 10.76494 -3.70451 0.101 0.163 0.162 -0.212
C 1.20443 11.12119 -3.45939 -0.110 -0.215 -0.183 -0.431
C 0.34877 11.10948 -4.72256 -0.059 0.132 -0.041 -0.069
N 0.58292 10.24488 -2.46211 0.156 -0.007 0.098 0.044
H 2.92324 9.68257 -5.97922 -0.036 0.021 -0.003 0.091
H 1.64454 8.60277 -5.35575 -0.012 0.067 -0.081 0.074
H 3.32180 8.05603 -5.39318 0.025 0.016 0.020 0.087
H 3.23932 11.02324 -2.80360 0.012 -0.056 0.010 0.121
H 3.09553 11.36278 -4.52514 -0.077 -0.023 -0.058 0.120
H 1.18926 12.14110 -3.06379 0.070 -0.004 0.035 0.135
H 0.09617 10.09604 -5.03420 0.050 -0.023 0.017 0.063
H -0.58971 11.63320 -4.54193 -0.014 -0.034 0.037 0.075
H 0.85622 11.60819 -5.55042 0.011 -0.021 -0.006 0.078
H 1.08072 10.33344 -1.58074 -0.075 0.076 0.034 0.077
H 0.75960 9.28486 -2.74810 -0.065 -0.003 -0.046 0.069